No. 1
Molecular formula: C5H10O
Method: DFT, ωB97M-V with the def2-TZVPD basis set

Last column: natural (NBO) charge in e.
Cartesian coordinates (Å):
O1 0.700 1.052 0.306  -0.541
C1 2.391 -0.284 -0.611  -0.755
C2 -0.562 -0.182 0.119  0.039
C3 -1.379 0.679 -0.843  -0.635
C4 1.284 -0.102 0.417  0.301
C5 -1.197 -0.377 1.469  -0.639
H1 2.072 -1.025 -1.356  0.227
H2 -1.204 0.576 2.004  0.230
H3 -0.827 0.884 -1.763  0.225
H4 3.285 -0.697 -0.132  0.232
H5 2.629 0.660 -1.120  0.208
H6 -0.357 -1.128 -0.399  0.226
H7 -2.291 0.127 -1.101  0.212
H8 -2.236 -0.703 1.335  0.215
H9 -0.648 -1.111 2.059  0.238
H10 -1.658 1.630 -0.382  0.219

charge = 0
LUMO level = 0.0320 Ha
HOMO-LUMO gap = 8.236 eV
DFT total energy = -7390.0048 eV


No. 2
Molecular formula: C5H10O
Method: DFT, ωB97M-V with the def2-TZVPD basis set

Last column: natural (NBO) charge in e.
Cartesian coordinates (Å):
O1 0.997 1.619 -0.538  -0.549
C1 2.067 -0.507 -0.477  -0.724
C2 -1.583 0.509 -0.814  -0.601
C3 0.875 0.421 -0.388  0.610
C4 -0.696 -0.123 1.469  -0.596
C5 -0.474 -0.205 -0.049  -0.322
H1 -2.556 0.085 -0.554  0.207
H2 1.800 -1.462 -0.943  0.221
H3 -0.437 -1.265 -0.336  0.200
H4 -1.447 0.413 -1.896  0.212
H5 2.888 -0.025 -1.013  0.238
H6 -1.570 1.574 -0.566  0.226
H7 -0.676 0.920 1.805  0.217
H8 -1.668 -0.547 1.737  0.214
H9 2.410 -0.729 0.540  0.237
H10 0.069 -0.678 2.024  0.208

charge = 0
LUMO level = 0.0366 Ha
SMILES = CC(=O)C(C)C
HOMO-LUMO gap = 10.519 eV
DFT total energy = -7394.7360 eV


No. 3
Molecular formula: C5H10O
Method: DFT, ωB97M-V with the def2-TZVPD basis set

Last column: natural (NBO) charge in e.
Cartesian coordinates (Å):
O1 1.318 -2.109 -0.208  -0.521
C1 0.594 0.188 -0.166  -0.394
C2 -0.886 0.307 -0.017  -0.379
C3 0.869 -1.144 0.393  0.448
C4 -1.533 -0.776 -0.902  -0.609
C5 1.260 1.291 0.617  -0.599
H1 -2.638 -0.634 -1.048  0.220
H2 0.486 2.193 0.720  0.227
H3 -1.190 0.242 1.109  0.195
H4 0.780 0.298 -1.287  0.225
H5 -1.258 1.309 -0.192  0.213
H6 0.742 -1.195 1.538  0.112
H7 -1.207 -1.680 -0.501  0.212
H8 2.337 1.535 0.022  0.241
H9 1.331 0.784 1.801  0.206
H10 -1.005 -0.610 -1.878  0.203

charge = 0
LUMO level = 0.0383 Ha
SMILES = CC[C@@H](C)C=O
HOMO-LUMO gap = 10.949 eV
DFT total energy = -7392.5630 eV


No. 4
Molecular formula: C5H10O
Method: DFT, ωB97M-V with the def2-TZVPD basis set

Last column: natural (NBO) charge in e.
Cartesian coordinates (Å):
O1 0.700 1.075 0.316  -0.536
C1 1.288 -0.075 0.437  0.301
C2 -1.349 0.649 -0.855  -0.634
C3 -1.210 -0.358 1.480  -0.637
C4 -0.542 -0.181 0.144  0.030
C5 2.375 -0.273 -0.611  -0.752
H1 -0.316 -1.134 -0.348  0.227
H2 1.971 -0.915 -1.406  0.226
H3 3.233 -0.803 -0.187  0.227
H4 -0.628 -1.017 2.123  0.239
H5 -1.650 1.609 -0.427  0.219
H6 2.692 0.678 -1.063  0.211
H7 -2.208 -0.783 1.313  0.216
H8 -1.328 0.612 1.972  0.227
H9 -2.247 0.077 -1.116  0.211
H10 -0.781 0.839 -1.770  0.225

charge = 0
LUMO level = 0.0309 Ha
HOMO-LUMO gap = 8.214 eV
DFT total energy = -7389.9930 eV


No. 5
Molecular formula: C5H10O
Method: DFT, ωB97M-V with the def2-TZVPD basis set

Last column: natural (NBO) charge in e.
Cartesian coordinates (Å):
O1 1.176 -0.812 -0.219  -0.486
C1 -0.469 0.515 -1.230  -0.273
C2 0.204 -0.722 -1.069  0.210
C3 1.603 0.521 0.300  -0.274
C4 0.858 0.884 1.570  -0.684
C5 -1.474 -0.950 -0.423  -0.616
H1 -2.393 -0.478 -0.778  0.241
H2 -0.098 1.421 1.410  0.159
H3 -1.359 -0.815 0.650  0.244
H4 -0.529 1.225 -0.423  0.254
H5 1.490 1.565 2.152  0.223
H6 -1.544 -2.011 -0.675  0.244
H7 2.650 0.325 0.563  0.150
H8 0.235 -1.437 -1.890  0.200
H9 0.623 0.029 2.228  0.184
H10 -0.973 0.742 -2.165  0.223

charge = 0
LUMO level (alpha / beta) = 0.0144 / 0.0144 Ha
HOMO-LUMO gap (alpha / beta) = 6.656 / 6.658 eV
DFT total energy = -7388.4383 eV


No. 6
Molecular formula: C5H10O
Method: DFT, ωB97M-V with the def2-TZVPD basis set

Last column: natural (NBO) charge in e.
Cartesian coordinates (Å):
O1 -1.808 -0.184 -0.937  -0.544
C1 1.312 0.872 0.656  -0.438
C2 0.113 1.024 1.210  -0.147
C3 0.160 -1.066 -1.984  -0.727
C4 -0.592 -0.004 2.041  -0.658
C5 -0.769 0.021 -1.520  0.455
H1 -0.434 1.951 1.042  0.197
H2 -1.641 -0.082 1.738  0.235
H3 -0.119 -1.340 -3.009  0.240
H4 0.057 -1.947 -1.347  0.234
H5 1.758 1.650 0.041  0.199
H6 -0.565 0.274 3.101  0.220
H7 -0.461 1.053 -1.784  0.107
H8 -0.131 -0.992 1.935  0.209
H9 1.198 -0.723 -1.997  0.225
H10 1.882 -0.047 0.785  0.190

charge = 0
LUMO level = 0.0403 Ha
SMILES = C=CC.CC=O
HOMO-LUMO gap = 10.772 eV
DFT total energy = -7393.4761 eV


No. 7
Molecular formula: C5H10O
Method: DFT, ωB97M-V with the def2-TZVPD basis set

Last column: natural (NBO) charge in e.
Cartesian coordinates (Å):
O1 0.271 -1.436 0.193  -0.502
C1 0.337 0.207 2.090  -0.635
C2 -1.484 0.190 -0.492  -0.629
C3 -0.030 -0.222 -0.500  0.207
C4 0.653 -0.086 -1.844  -0.624
C5 0.795 -0.219 0.719  0.064
H1 1.873 -0.114 0.564  0.173
H2 1.695 -0.415 -1.789  0.219
H3 -1.586 1.250 -0.750  0.214
H4 0.144 -0.696 -2.599  0.215
H5 -2.043 -0.388 -1.236  0.217
H6 -1.954 0.022 0.479  0.219
H7 0.593 1.258 2.267  0.215
H8 0.636 0.954 -2.186  0.212
H9 0.837 -0.391 2.860  0.220
H10 -0.740 0.084 2.221  0.215

charge = 0
LUMO level = 0.0376 Ha
SMILES = C[C@H]1OC1(C)C
HOMO-LUMO gap = 11.026 eV
DFT total energy = -7393.8722 eV


No. 8
Molecular formula: C5H10O
Method: DFT, ωB97M-V with the def2-TZVPD basis set

Last column: natural (NBO) charge in e.
Cartesian coordinates (Å):
O1 -1.100 0.777 0.694  -0.693
C1 -1.790 -1.497 -0.980  -0.645
C2 1.213 0.844 0.038  -0.445
C3 -0.522 -0.675 -1.044  -0.321
C4 1.752 0.815 1.478  -0.601
C5 -0.151 0.239 -0.139  0.324
H1 1.909 0.325 -0.628  0.213
H2 1.037 1.254 2.180  0.218
H3 0.161 -0.895 -1.856  0.206
H4 -2.208 -1.705 -1.969  0.216
H5 -1.545 -2.467 -0.525  0.223
H6 1.984 -0.201 1.817  0.206
H7 1.158 1.892 -0.279  0.211
H8 -1.879 0.713 0.127  0.480
H9 -2.596 -1.082 -0.362  0.200
H10 2.677 1.402 1.535  0.209

charge = 0
LUMO level = 0.0333 Ha
SMILES = C/C=C(\O)CC
HOMO-LUMO gap = 9.363 eV
DFT total energy = -7393.9314 eV


No. 9
Molecular formula: C5H10O
Method: DFT, ωB97M-V with the def2-TZVPD basis set

Last column: natural (NBO) charge in e.
Cartesian coordinates (Å):
O1 1.727 0.634 0.484  -0.722
C1 0.514 1.314 0.736  -0.103
C2 -0.180 -0.303 -2.165  -0.408
C3 -0.167 -0.835 1.816  -0.406
C4 -0.457 0.395 1.412  -0.195
C5 -0.879 -1.283 -1.606  -0.378
H1 -1.915 -1.478 -1.870  0.190
H2 0.826 -1.248 1.668  0.211
H3 -0.611 0.351 -2.921  0.189
H4 0.681 2.195 1.379  0.173
H5 0.848 -0.112 -1.866  0.202
H6 2.361 1.273 0.139  0.473
H7 -0.441 -1.922 -0.844  0.199
H8 -0.914 -1.463 2.293  0.199
H9 -1.456 0.807 1.549  0.201
H10 0.062 1.675 -0.202  0.175

charge = 0
LUMO level = 0.0315 Ha
SMILES = C=CCO.C=C
HOMO-LUMO gap = 10.309 eV
DFT total energy = -7392.6641 eV


No. 10
Molecular formula: C5H10O
Method: DFT, ωB97M-V with the def2-TZVPD basis set

Last column: natural (NBO) charge in e.
Cartesian coordinates (Å):
O1 2.715 0.041 0.241  -0.713
C1 -1.003 -0.962 -0.123  -0.399
C2 0.336 -0.214 -0.302  -0.244
C3 1.490 -0.556 0.623  -0.053
C4 -0.412 1.127 -0.094  -0.408
C5 -1.750 0.380 -0.288  -0.396
H1 1.228 -0.282 1.658  0.151
H2 0.679 -0.305 -1.338  0.207
H3 -2.538 0.595 0.436  0.204
H4 -0.192 1.930 -0.803  0.204
H5 2.577 0.995 0.197  0.461
H6 -1.127 -1.401 0.871  0.201
H7 -2.159 0.510 -1.293  0.202
H8 -1.213 -1.742 -0.858  0.207
H9 -0.295 1.513 0.926  0.197
H10 1.684 -1.633 0.616  0.180

charge = 0
LUMO level = 0.0380 Ha
SMILES = OCC1CCC1
HOMO-LUMO gap = 11.159 eV
DFT total energy = -7393.6987 eV


No. 11
Molecular formula: C5H10O
Method: DFT, ωB97M-V with the def2-TZVPD basis set

Last column: natural (NBO) charge in e.
Cartesian coordinates (Å):
O1 1.412 -5.777 2.797  -0.679
C1 -1.207 5.116 -0.711  -0.170
C2 0.890 -7.029 0.808  -0.545
C3 -1.343 3.803 -0.808  -0.402
C4 1.616 -6.185 1.512  0.161
C5 -0.438 6.013 -1.627  -0.656
H1 2.482 -5.665 1.145  0.179
H2 0.539 5.608 -1.905  0.219
H3 0.024 -7.532 1.237  0.193
H4 -0.289 6.994 -1.176  0.215
H5 -1.002 6.185 -2.542  0.222
H6 0.688 -6.272 3.206  0.475
H7 1.150 -7.317 -0.204  0.217
H8 -0.819 3.294 -1.623  0.180
H9 -1.737 5.610 0.105  0.189
H10 -1.966 3.153 -0.214  0.203

charge = 0
LUMO level = 0.0388 Ha
SMILES = C=CC.C=CO
HOMO-LUMO gap = 10.281 eV
DFT total energy = -7392.8405 eV


No. 12
Molecular formula: C5H10O
Method: DFT, ωB97M-V with the def2-TZVPD basis set

Last column: natural (NBO) charge in e.
Cartesian coordinates (Å):
O1 0.263 0.544 -1.017  -0.562
C1 -0.978 -0.088 -1.286  -0.071
C2 1.287 -1.145 -0.276  -0.595
C3 0.218 0.022 0.351  0.267
C4 0.471 1.231 1.320  -0.637
C5 -1.326 -0.202 0.195  -0.462
H1 2.278 -0.784 -0.011  0.217
H2 -0.035 2.110 0.868  0.228
H3 -1.512 0.607 -1.916  0.186
H4 0.051 1.150 2.337  0.216
H5 1.367 -1.290 -1.404  0.226
H6 1.525 1.490 1.414  0.215
H7 -1.935 0.663 0.516  0.210
H8 1.052 -2.121 0.110  0.190
H9 -0.913 -1.082 -1.766  0.160
H10 -1.813 -1.107 0.565  0.210

charge = 0
LUMO level = 0.0381 Ha
HOMO-LUMO gap = 9.735 eV
DFT total energy = -7391.4847 eV


F_max in hartree/bohr, matching the order above: 0.0122; 0.0088; 0.0746; 0.0126; 0.0094; 0.0093; 0.0053; 0.0155; 0.0064; 0.0072; 0.0263; 0.0533